1.
A molecular structure, C45H47BiN9 at a distorted geometry. Source: the Open Molecules 2025 dataset; level of theory: ωB97M-V/def2-TZVPD.

```
102
C45H47BiN9, DFT ωB97M-V/def2-TZVPD
Bi -0.68974 -0.26408 0.84619
C -4.20027 3.15943 -2.48801
C -2.81649 3.12534 -2.43909
C -2.14850 2.00460 -1.97156
C -2.84457 0.86831 -1.55484
C -4.25081 0.94747 -1.54465
C -4.91276 2.06530 -2.01846
N -2.18657 -0.28169 -1.06718
C -2.82278 -1.47282 -1.16779
C -3.44852 -1.94230 -2.35023
C -4.08906 -3.14946 -2.37625
C -4.17971 -3.96361 -1.22177
C -3.62743 -3.53925 -0.05335
C -2.94688 -2.30069 -0.00449
N -2.51348 -1.71510 1.13269
N -2.94013 -2.11045 2.25924
C -2.44338 -1.43959 3.35948
C -3.03794 -1.68945 4.59876
C -2.54402 -1.04348 5.71256
C -1.46592 -0.17416 5.57427
C -0.93415 0.01937 4.31426
N -1.40523 -0.59876 3.23557
H -4.72151 4.02648 -2.87136
H -2.24134 3.97795 -2.77952
H -1.07290 2.00801 -1.94101
H -4.82851 0.12919 -1.13703
H -5.99527 2.08282 -2.00784
H -3.38604 -1.32772 -3.23785
H -4.53274 -3.49452 -3.30132
H -4.68073 -4.91970 -1.27840
H -3.67850 -4.13456 0.84881
H -3.86857 -2.37934 4.64273
H -2.99014 -1.20781 6.68403
H -1.04244 0.32945 6.43118
H -0.10003 0.69144 4.14734
C 2.89186 -3.32538 -2.36950
C 4.21864 -2.60923 -2.37510
C 5.37333 -3.33700 -2.66128
C 6.61152 -2.73177 -2.77549
C 6.72595 -1.36153 -2.58418
C 5.60403 -0.62447 -2.25858
C 4.35484 -1.23548 -2.15252
N 3.24042 -0.40153 -1.86584
C 2.30646 -0.57636 -0.88671
N 2.65875 -1.49678 0.03727
C 1.92732 -2.29662 0.92697
C 0.55940 -2.17721 1.21687
C 0.00512 -3.17372 2.02395
C 0.74933 -4.20024 2.56949
C 2.11190 -4.25000 2.33432
C 2.71281 -3.31461 1.51625
C 4.19784 -3.40320 1.25931
N 1.21548 0.12811 -0.82895
C 1.04722 1.08217 -1.87074
C 1.32565 2.41952 -1.58999
C 1.17171 3.39355 -2.56361
C 0.76571 3.02513 -3.83750
C 0.50316 1.69474 -4.12195
C 0.63065 0.70183 -3.15499
C 0.32198 -0.72907 -3.50222
H 2.81233 -3.94257 -3.26459
H 2.04854 -2.63955 -2.36051
H 2.80083 -3.98980 -1.50660
H 5.28138 -4.40510 -2.82138
H 7.48184 -3.32179 -3.02976
H 7.68512 -0.87061 -2.67824
H 5.68206 0.44207 -2.08253
H 3.17881 0.45961 -2.38543
H 3.59874 -1.83079 -0.10604
H -1.04592 -3.18417 2.24868
H 0.26970 -4.94548 3.19040
H 2.71335 -5.03522 2.77469
H 4.62946 -4.19316 1.86932
H 4.71077 -2.47324 1.51801
H 4.42202 -3.64338 0.21441
H 1.66851 2.68221 -0.59602
H 1.37971 4.43008 -2.33161
H 0.65753 3.77289 -4.61245
H 0.17593 1.41290 -5.11602
H -0.63468 -0.78958 -4.02298
H 0.26450 -1.34730 -2.61017
H 1.08499 -1.13558 -4.17030
C -1.64322 3.33589 3.54040
C -1.53640 4.88696 3.51690
N -0.90966 5.31802 2.26886
C 0.45637 4.80622 2.20085
C 0.44343 3.26273 2.38233
N -0.94039 2.77895 2.37998
C -1.59970 3.23837 1.15492
C -1.67493 4.78933 1.14152
H -2.68379 3.00658 3.48938
H -1.20242 2.92036 4.45024
H -0.93449 5.25792 4.34847
H -2.52151 5.35102 3.58307
H 1.05225 5.29398 2.97431
H 0.87304 5.08567 1.23060
H 0.90230 2.97550 3.33247
H 0.98433 2.75671 1.57721
H -2.59354 2.78647 1.09437
H -1.01411 2.87690 0.30869
H -2.70521 5.13765 1.22849
H -1.26186 5.19487 0.21563
```

Total charge: +1
E_HOMO (alpha / beta), eV: -9.56 / -9.56


2.
A molecular structure, C12H11DyN6O3S5 at a distorted geometry. Source: the Open Molecules 2025 dataset; level of theory: ωB97M-V/def2-TZVPD.

```
38
C12H11DyN6O3S5, DFT ωB97M-V/def2-TZVPD
Dy 0.03934 1.27861 0.48556
O 1.92581 0.57587 0.01952
N 2.21912 -0.47930 0.70835
N 1.22287 -1.14834 1.11467
O -0.02689 -0.80635 0.84191
C 1.45217 -2.36760 1.83522
C 2.74839 -2.81879 2.07191
C 2.92736 -4.01064 2.74914
C 1.83314 -4.74544 3.18710
C 0.55024 -4.27707 2.95417
C 0.35068 -3.08461 2.27701
H 3.58961 -2.23530 1.73115
H 3.93232 -4.36373 2.93760
H 1.98494 -5.67989 3.71050
H -0.30632 -4.83713 3.30428
H -0.64192 -2.70209 2.09319
C -1.34059 -0.80586 -4.71116
C -2.18570 -0.21136 -3.65110
N -3.45781 -0.03302 -3.70628
N -3.78567 0.51919 -2.50329
C -2.74585 0.67992 -1.67157
S -2.77480 1.27271 -0.11658
N -1.69729 0.21070 -2.42162
N -0.37600 0.21826 -2.00082
H -1.97761 -1.09300 -5.54259
H -0.82453 -1.69204 -4.33767
H -0.59170 -0.09574 -5.06476
H -4.73294 0.78209 -2.29575
H 0.01544 -0.71284 -2.04446
H 0.17602 0.85176 -2.57006
O 0.47724 8.08067 1.93114
C 0.40867 6.90507 1.68533
S 0.30204 5.63135 2.90536
C 0.24055 4.24853 1.80995
C 0.27876 4.53097 0.48957
S 0.22973 3.47264 -0.90897
S 0.39300 6.23476 0.05291
S 0.16819 2.70702 2.65115
```

Total charge: 0
E_HOMO (alpha / beta), eV: -6.67 / -6.67
Multiplicity: 6


3.
A molecular structure, C7H9Br3O2 at a distorted geometry. Source: the Open Molecules 2025 dataset; level of theory: ωB97M-V/def2-TZVPD.

```
21
C7H9Br3O2, DFT ωB97M-V/def2-TZVPD
C -0.67379 -1.17974 1.75906
C -2.07225 -0.85098 1.21059
C 0.78740 0.75993 -2.32975
C 1.52373 1.58060 -1.26886
C 0.40913 -1.30814 0.64720
C 0.65455 -0.19476 -0.30077
C -1.93081 0.34610 0.32718
O 0.58955 -0.40814 -1.62149
O 1.14358 1.01762 -0.01320
Br -0.13176 -2.98269 -0.38797
Br -3.24946 0.67677 -0.92179
Br -1.54353 2.07658 1.27634
H -0.40496 -0.50007 2.57272
H -0.71623 -2.18216 2.24629
H -2.47939 -1.77169 0.67440
H -2.66639 -0.71224 2.16700
H -0.06413 1.16038 -2.72499
H 1.41351 0.71498 -3.29078
H 2.55715 1.27149 -1.34743
H 1.44500 2.62034 -0.98953
H 1.42370 -1.44160 1.12212
```

Total charge: 0
E_HOMO (alpha / beta), eV: -6.86 / -6.54
ΔE to the lowest compared entry with this formula, charge and spin, kJ/mol: 235.9